(1)
ORCA calculation (the ωB97M-V functional and the def2-TZVPD basis) on an isolated ion of composition C9H23N2S and charge +1 in a non-equilibrium geometry.

```
! RIJCOSX wB97M-V def2-TZVPD def2/J DEFGRID3
* xyz 1 1
C 3.31 -1.33 1.58
C 3.21 0.09 0.75
C 2.62 -0.31 -0.76
C 2.17 1.11 -1.51
N 0.75 1.01 -2.02
S -0.30 2.22 -1.32
C -0.81 1.75 0.46
C -2.46 1.61 0.41
C -3.05 0.38 1.32
C -3.07 -1.08 0.58
C -1.89 -1.32 -0.52
N -2.08 -2.66 -1.26
H 3.39 -1.16 2.74
H 2.30 -1.93 1.41
H 4.26 -1.95 1.24
H 4.24 0.64 0.72
H 2.36 0.77 1.24
H 1.69 -1.00 -0.58
H 3.44 -0.91 -1.35
H 2.33 2.05 -0.80
H 2.91 1.19 -2.45
H 0.36 0.05 -1.97
H 0.47 3.38 -1.15
H -0.36 0.69 0.76
H -0.42 2.55 1.21
H -2.87 1.61 -0.71
H -2.87 2.63 0.88
H -2.53 0.29 2.39
H -4.19 0.66 1.56
H -4.09 -1.36 0.06
H -2.90 -1.90 1.44
H -1.75 -0.47 -1.31
H -0.86 -1.41 0.07
H -1.41 -3.38 -0.85
H -1.88 -2.53 -2.29
*
```

## Properties
- HOMO-LUMO gap (eV) = 8.651
- LUMO level (eV) = -3.7
- E_HOMO (eV) = -12.33


(2)
ORCA calculation (the ωB97M-V functional and the def2-TZVPD basis) on a 4-piece molecular cluster, C4H15NO3 overall in a non-equilibrium geometry.

```
! RIJCOSX wB97M-V def2-TZVPD def2/J DEFGRID3
* xyz 0 1
C -2.04 1.08 0.25
N -0.59 1.54 0.33
C 0.10 1.06 -0.96
C 2.59 0.60 -1.00
C 1.55 1.43 -0.94
H -2.05 0.00 0.18
H -2.56 1.39 1.16
H -2.56 1.52 -0.60
H -0.57 2.55 0.41
H -0.28 1.77 -1.73
H -0.29 0.10 -1.29
H 3.62 0.90 -0.84
H 2.34 -0.45 -1.05
H 1.65 2.52 -0.77
H -0.33 -0.21 2.89
H 0.13 0.58 1.64
O 0.40 -0.15 2.28
H 0.15 -1.56 1.14
H 0.10 -3.06 1.09
O 0.46 -2.32 0.58
H -1.35 -2.52 -2.01
H -0.93 -2.45 -0.55
O -1.66 -2.21 -1.16
*
```

## Properties
- structure (SMILES) = C=CCNC.O.O.O
- HOMO-LUMO gap (eV) = 10.195
- LUMO level (eV) = 0.8
- E_HOMO (eV) = -9.44


(3)
ORCA calculation (the ωB97M-V functional and the def2-TZVPD basis) on an isolated ion of composition C6H12N3 and charge +1 in a non-equilibrium geometry.

```
! RIJCOSX wB97M-V def2-TZVPD def2/J DEFGRID3
* xyz 1 1
C 1.81 -0.46 -0.82
C 1.48 -0.22 0.64
C 0.83 -0.56 -1.74
C 0.38 -1.19 0.99
C -0.90 0.11 -0.13
C -2.37 -0.09 0.04
N -0.47 -0.31 -1.45
N -0.43 1.35 0.29
N 0.90 1.36 0.93
H 2.76 -0.60 -1.19
H 2.42 -0.35 1.37
H 1.00 -0.73 -2.75
H 0.15 -2.07 0.42
H 0.03 -1.26 2.04
H -2.99 0.60 -0.46
H -2.59 0.05 1.01
H -2.57 -1.03 -0.28
H -0.97 1.95 0.87
H -1.03 0.03 -2.24
H 0.93 1.46 1.92
H 1.64 1.96 0.55
*
```

## Properties
- HOMO-LUMO gap (eV) = 8.789
- LUMO level (eV) = -3.3
- E_HOMO (eV) = -12.09


(4)
ORCA calculation (the ωB97M-V functional and the def2-TZVPD basis) on an isolated ion of composition C13H21N4O6 and charge -1 in a non-equilibrium geometry.

```
! RIJCOSX wB97M-V def2-TZVPD def2/J DEFGRID3
* xyz -1 1
O -0.86 3.50 3.67
O -1.81 1.67 -2.86
O -0.75 -4.71 -0.69
O 3.92 -1.07 -0.92
O 0.95 0.27 1.45
O -1.89 -0.51 -2.59
C -0.93 2.50 2.99
C -2.17 0.67 -2.19
C -0.84 -3.56 -1.18
C 3.02 -0.33 -0.66
C 0.19 0.56 0.57
N -2.09 -3.03 -1.28
N 3.22 0.83 -0.16
N 0.45 0.11 -0.68
N -0.75 2.68 1.67
C -1.21 1.14 3.62
C 4.52 1.42 0.25
C 0.40 -2.88 -1.70
C -2.94 0.79 -0.92
C 1.36 -2.28 -0.66
C -2.29 1.04 0.50
C 1.62 -0.81 -1.00
C -0.86 1.70 0.64
H -2.20 -2.17 -1.86
H -2.83 -3.53 -0.78
H 2.31 1.24 0.09
H -0.23 0.08 -1.38
H -0.52 3.66 1.43
H -2.20 0.89 3.36
H -1.04 1.28 4.75
H -0.63 0.40 3.15
H 5.37 0.68 0.00
H 4.59 2.29 -0.37
H 4.67 1.76 1.28
H -0.09 -2.09 -2.33
H 0.91 -3.56 -2.40
H -3.73 0.03 -0.91
H -3.64 1.62 -1.07
H 2.33 -2.84 -0.62
H 0.82 -2.20 0.27
H -2.23 0.06 0.90
H -3.06 1.51 1.08
H 1.75 -1.05 -2.06
H -0.63 2.23 -0.39
*
```

## Properties
- structure (SMILES) = CNC(=O)[C@@H](CCC(N)=O)NC(=O)[C@@H](CCC(=O)[O-])NC(C)=O
- HOMO-LUMO gap (eV) = 8.419
- LUMO level (eV) = 2.9
- E_HOMO (eV) = -5.57


(5)
ORCA calculation (the ωB97M-V functional and the def2-TZVPD basis) on an isolated ion of composition C4H11N2O and charge -1 in a non-equilibrium geometry.

```
! RIJCOSX wB97M-V def2-TZVPD def2/J DEFGRID3
* xyz -1 1
C -1.13 -0.02 0.05
N -0.60 0.98 -0.93
C -0.79 2.66 -0.35
O -1.95 2.83 0.12
C -0.20 -1.22 0.13
N 1.12 -0.74 0.42
C 2.07 -1.84 0.51
H -1.21 0.54 1.04
H -2.18 -0.44 0.04
H -1.36 1.09 -1.66
H 0.16 2.57 0.14
H -0.64 3.04 -1.45
H -0.80 -1.87 0.86
H -0.30 -1.69 -0.80
H 0.79 0.30 0.26
H 2.78 -1.65 -0.28
H 2.66 -1.68 1.55
H 1.56 -2.86 0.36
*
```

## Properties
- structure (SMILES) = CNCCNC[O-]
- HOMO-LUMO gap (eV) = 6.805
- LUMO level (eV) = 3.9
- E_HOMO (eV) = -2.91


(6)
ORCA calculation (the ωB97M-V functional and the def2-TZVPD basis) on a 13-piece molecular cluster, C29H88N4O13 overall in a non-equilibrium geometry.

```
! RIJCOSX wB97M-V def2-TZVPD def2/J DEFGRID3
* xyz 0 1
C -1.00 -0.97 0.72
C 0.21 -0.41 -0.04
O 0.89 0.59 0.67
H -0.65 -1.09 1.76
H -1.41 -1.87 0.31
H -1.86 -0.26 0.77
H -0.10 0.04 -0.96
H 0.84 -1.23 -0.32
H 1.29 0.14 1.44
C -2.69 -4.28 3.71
C -3.02 -2.90 3.12
O -3.94 -2.93 1.95
H -2.19 -3.99 4.59
H -1.89 -4.73 3.07
H -3.54 -4.90 3.94
H -2.13 -2.40 2.77
H -3.57 -2.26 3.77
H -3.23 -3.13 1.28
C 2.04 -3.63 -0.02
C 1.34 -4.47 1.07
O 1.75 -4.17 2.37
H 2.22 -2.63 0.29
H 1.37 -3.53 -0.89
H 3.00 -3.94 -0.33
H 1.49 -5.59 0.90
H 0.27 -4.33 1.08
H 2.44 -4.78 2.61
C 4.15 0.34 -3.63
C 3.77 -0.17 -2.23
O 3.60 -1.57 -2.31
H 5.01 -0.22 -4.02
H 4.29 1.46 -3.60
H 3.28 0.20 -4.30
H 2.89 0.36 -1.80
H 4.58 0.04 -1.47
H 3.39 -1.89 -1.42
C -5.24 0.40 0.60
O -4.18 -0.42 0.39
H -6.18 0.15 0.01
H -5.50 0.47 1.71
H -4.96 1.45 0.33
H -4.18 -1.26 0.79
C -1.54 -6.31 -0.58
O -0.63 -6.35 -1.69
H -1.03 -6.69 0.35
H -1.91 -5.31 -0.34
H -2.31 -7.07 -0.78
H -0.58 -5.46 -2.08
C 0.04 -1.59 5.56
O -0.37 -1.50 4.23
H -0.70 -2.03 6.25
H 0.90 -2.25 5.58
H 0.21 -0.65 6.05
H -1.08 -0.81 4.18
C 0.74 -3.69 -3.53
O -0.21 -3.68 -2.42
H 1.46 -2.82 -3.55
H 1.25 -4.61 -3.27
H 0.25 -3.78 -4.49
H -0.71 -2.81 -2.46
C 0.09 2.26 4.21
O -0.91 1.37 3.71
H 0.54 2.83 3.43
H -0.47 2.89 4.94
H 0.92 1.76 4.77
H -0.57 0.97 2.85
C 1.18 4.08 -4.62
C 0.66 3.05 -3.63
C 1.11 3.20 -2.15
O 2.51 3.33 -2.07
C 2.91 3.04 -0.73
N -0.78 3.18 -3.52
H 2.21 3.87 -4.83
H 1.13 5.07 -4.24
H 0.55 4.12 -5.50
H 0.96 2.06 -4.01
H 0.76 2.31 -1.61
H 0.71 4.05 -1.60
H 2.31 3.62 -0.03
H 3.98 3.28 -0.67
H 2.76 1.97 -0.52
H -1.06 4.06 -3.09
H -1.17 3.22 -4.46
C -2.72 4.27 0.07
C -2.70 5.17 1.31
C -1.45 6.01 1.43
O -1.24 6.77 0.17
C -0.19 7.64 0.34
N -3.98 5.93 1.25
H -2.75 4.84 -0.90
H -3.63 3.63 0.06
H -1.75 3.66 -0.03
H -2.71 4.56 2.19
H -0.53 5.34 1.57
H -1.50 6.71 2.31
H -0.28 8.23 1.29
H -0.11 8.33 -0.49
H 0.73 7.04 0.44
H -3.92 6.39 0.35
H -3.96 6.65 1.97
C -3.95 -2.98 -1.96
C -3.77 -2.62 -3.47
C -2.95 -1.36 -3.73
O -1.66 -1.45 -3.17
C -0.67 -0.62 -3.74
N -3.17 -3.72 -4.18
H -4.40 -2.18 -1.38
H -2.97 -3.16 -1.52
H -4.52 -3.91 -1.76
H -4.76 -2.42 -3.89
H -3.46 -0.47 -3.31
H -2.86 -1.27 -4.79
H -0.35 -1.05 -4.74
H 0.19 -0.71 -3.11
H -0.99 0.46 -3.88
H -3.80 -4.41 -4.49
H -2.41 -4.16 -3.68
C 4.59 -1.17 1.51
C 3.92 -0.58 2.72
C 3.99 0.92 2.67
O 5.32 1.33 2.71
C 5.47 2.69 2.57
N 2.48 -0.84 2.75
H 5.63 -0.96 1.48
H 4.22 -0.76 0.58
H 4.54 -2.25 1.53
H 4.49 -1.01 3.57
H 3.36 1.35 3.47
H 3.53 1.21 1.72
H 6.51 2.92 2.29
H 5.08 3.38 3.36
H 4.88 3.03 1.74
H 2.32 -1.84 2.81
H 2.11 -0.43 3.59
*
```

## Properties
- HOMO-LUMO gap (eV) = 9.501
- LUMO level (eV) = 0.5
- E_HOMO (eV) = -9.02


(7)
ORCA calculation (the ωB97M-V functional and the def2-TZVPD basis) on C28H25HgO3P as an isolated structure.

```
! RIJCOSX wB97M-V def2-TZVPD def2/J DEFGRID3
* xyz -1 2
Hg 0.82 2.08 3.14
C 0.48 -1.50 -2.15
C -0.62 -2.33 -1.54
C -0.94 -3.58 -2.06
C -1.98 -4.33 -1.53
C -2.71 -3.84 -0.46
C -2.40 -2.60 0.08
C -1.36 -1.83 -0.45
P -0.90 -0.16 0.20
C -1.66 -0.28 1.86
C -2.87 0.32 2.20
C -3.38 0.22 3.48
C -2.67 -0.47 4.45
C -1.46 -1.07 4.13
C -0.94 -1.00 2.84
C 0.36 -1.67 2.49
C -2.10 0.88 -0.72
C -3.06 0.37 -1.58
C -3.95 1.21 -2.26
C -3.91 2.59 -2.02
C -2.95 3.12 -1.20
C -1.96 2.30 -0.58
C -0.88 2.87 0.07
H 1.00 -2.06 -2.92
H 1.20 -1.18 -1.39
H 0.07 -0.59 -2.60
H -0.37 -3.98 -2.89
H -2.21 -5.30 -1.94
H -3.53 -4.42 -0.04
H -2.97 -2.22 0.91
H -3.42 0.87 1.44
H -4.33 0.68 3.73
H -3.04 -0.53 5.47
H -0.90 -1.59 4.89
H 0.82 -2.10 3.38
H 1.05 -0.95 2.05
H 0.20 -2.46 1.76
H -3.15 -0.70 -1.72
H -4.67 0.79 -2.94
H -4.63 3.23 -2.51
H -2.91 4.19 -1.04
H -0.80 3.95 0.19
H -0.01 2.28 0.35
O 6.04 1.91 1.15
C 5.57 1.61 -0.09
C 6.47 1.48 -1.14
C 6.04 1.17 -2.42
C 4.69 1.00 -2.67
C 3.79 1.12 -1.62
C 4.20 1.43 -0.32
C 3.10 1.53 0.77
O 3.42 2.03 1.86
O 1.97 1.11 0.42
H 6.99 2.01 1.10
H 7.53 1.61 -0.94
H 6.77 1.06 -3.22
H 4.34 0.76 -3.66
H 2.73 0.99 -1.77
*
```

## Properties
- <S²> = 0.79
- HOMO-LUMO gap (spin up / spin down) (eV) = 6.905 / 6.275
- LUMO level (spin up / spin down) (eV) = 2.8 / 2.0
- E_HOMO (spin up / spin down) (eV) = -4.14 / -4.30


(8)
ORCA calculation (the ωB97M-V functional and the def2-TZVPD basis) on a 2-piece molecular cluster, C3H4O2S overall in a non-equilibrium geometry.

```
! RIJCOSX wB97M-V def2-TZVPD def2/J DEFGRID3
* xyz 0 1
C 1.67 0.88 -0.79
C 0.37 0.89 -0.34
C -0.74 0.08 0.09
O 1.54 3.49 -0.25
O 0.55 2.62 -2.45
S 1.01 2.46 -1.12
H 2.65 -0.27 -0.95
H -0.94 0.28 1.16
H -0.79 -0.98 -0.19
H -1.78 0.25 -0.49
*
```

## Properties
- HOMO-LUMO gap (eV) = 10.229
- LUMO level (eV) = 0.4
- E_HOMO (eV) = -9.86


Total energy for every record listed, in sequence, given in Ha: -863.9441, -441.8340, -399.6939, -1178.5360, -343.6222, -2354.6012, -1802.5297, -665.1732.
Energy above the lowest of the compared OMol25 structures with the same formula, charge and spin for every record listed, in sequence, given in kJ/mol: 326.6, 125.6, 491.4, 116.8, 391.1, 0.0, 10.5, 557.8.